# 1
DFT (the ωB97M-V functional and the def2-TZVPD basis) results for 6 unconnected molecules or ions with the total composition CH14O5 at a distorted geometry.

Element x y z (Å)
C (0.05981, -1.57690, -1.26917)
H (-0.00526, -1.15382, -0.21842)
H (-0.71941, -2.27920, -1.45239)
H (0.95011, -1.97409, -1.56702)
H (-0.33548, -0.77278, -1.86234)
H (-0.49161, 1.52985, -0.60090)
H (0.03773, 2.61816, 0.37529)
O (0.35712, 2.01590, -0.30464)
H (-1.30046, -0.43933, 2.94121)
H (-1.55679, -1.45760, 1.89913)
O (-1.81692, -0.61017, 2.11915)
H (1.63653, 0.71500, -1.33382)
H (2.43464, 0.92822, -2.52302)
O (2.38418, 0.30893, -1.82078)
H (2.31029, -0.94461, 1.57637)
H (1.59272, 0.01355, 0.90384)
O (1.41424, -0.55447, 1.60386)
H (-2.38655, 0.05259, 0.49852)
H (-3.07333, 0.01381, -0.79867)
O (-2.27012, 0.41626, -0.37544)

Cartesian forces (eV/Å) of the 6 atoms listed first:
C -3.0142 1.8601 1.9537
H 0.3869 -1.0542 -1.1878
H -0.6301 -1.0867 0.4530
H 2.4967 -0.5933 -0.6540
H 0.6146 0.6555 -0.6904
H 1.6277 0.9478 0.7575

For the orbital gap, the calculation gives 0.4228 Eh. Its SMILES is C.O.O.O.O.O. Its highest occupied orbital energy is -10.979 eV.


# 2
DFT (the ωB97M-V functional and the def2-TZVPD basis) results for 6 unconnected molecules or ions with the total composition CH14O5S at a distorted geometry.

Element x y z (Å)
C (2.33372, 0.75940, -0.70391)
S (2.62637, -0.95935, -0.17927)
H (3.15364, 1.18213, -1.37147)
H (2.07228, 1.38743, 0.17229)
H (1.45868, 0.81663, -1.27168)
H (2.28185, -0.84651, 1.10522)
H (-1.85564, 0.36267, -0.54071)
H (-2.84818, 1.14561, -1.26371)
O (-2.02401, 1.26027, -0.88694)
H (0.55797, -2.19338, -3.17211)
H (1.07999, -2.85129, -1.96956)
O (0.27916, -2.34334, -2.19938)
H (-0.18482, -0.21345, 2.88113)
H (0.14671, 0.66545, 1.69939)
O (0.15247, -0.25940, 1.99928)
H (-2.38495, 2.01449, 2.60381)
H (-1.83149, 1.87888, 1.15499)
O (-1.53042, 1.99917, 2.07428)
H (-1.03911, -1.14080, 0.72333)
H (-0.84512, -1.45895, -0.72368)
O (-1.59911, -1.20566, -0.13131)

Cartesian forces (eV/Å) of the 6 atoms listed first:
C 1.0692 0.7967 0.4416
S 0.4278 0.0585 -0.2449
H -0.7662 -0.5811 1.3599
H 0.8703 -0.2188 -0.4553
H -1.4357 -0.2414 -1.1226
H -0.0833 0.1244 0.0064

For the orbital gap, the calculation gives 0.3453 Eh. Its SMILES is CS.O.O.O.O.O. Its highest occupied orbital energy is -8.909 eV.


# 3
DFT (the ωB97M-V functional and the def2-TZVPD basis) results for 6 unconnected molecules or ions with the total composition CH15NO5.

Element x y z (Å)
C (-0.18084, 1.35602, 0.51183)
N (0.26962, 1.15207, -0.86115)
H (-1.06469, 0.76643, 0.78167)
H (0.59287, 1.03474, 1.20557)
H (-0.37094, 2.41098, 0.68321)
H (-0.31389, 1.58160, -1.56378)
H (0.42103, 0.17732, -1.08500)
H (-4.09397, 1.61546, 0.48975)
H (-4.66997, 0.25052, 0.69257)
O (-3.88665, 0.77249, 0.91720)
H (-2.38040, -2.57348, -0.89831)
H (-2.42147, -1.08681, -0.50914)
O (-2.97018, -1.81146, -0.82684)
H (3.08277, -0.50248, 0.20893)
H (3.51068, -1.37305, 1.44091)
O (2.79213, -1.21057, 0.81371)
H (2.15865, 1.44893, -0.36926)
H (3.68323, 1.98591, -0.49361)
O (3.10732, 1.22229, -0.39823)
H (1.22506, -1.83175, 0.17560)
H (0.94181, -3.13484, -0.49743)
O (0.56785, -2.25032, -0.41816)

Cartesian forces (eV/Å) of the 6 atoms listed first:
C -0.3510 -0.5660 -0.0129
N 0.5159 0.1901 0.0972
H -0.1666 0.2234 -0.0241
H 0.2429 0.0675 0.0337
H -0.0648 0.1210 0.0261
H -0.1424 -0.0545 0.1237

The total charge is -1. As for the expectation value of S²: 0.7504. The spin multiplicity is 2. For the orbital gap (alpha / beta), the calculation gives 0.0768 / 0.3454 Eh. Its highest occupied orbital energy (alpha / beta) is 1.109 / -6.166 eV.


# 4
DFT (the ωB97M-V functional and the def2-TZVPD basis) results for 7 unconnected molecules or ions with the total composition CH15O7 at a distorted geometry.

Element x y z (Å)
C (-1.76744, 0.92985, 2.08997)
O (-0.34117, 0.87280, 2.16778)
H (-2.09935, 0.03533, 1.43363)
H (-2.24279, 0.61573, 3.09484)
H (-2.09715, 1.89456, 1.74816)
H (2.56790, -0.42875, 0.41031)
H (3.71577, -0.13693, 1.35844)
O (3.52936, -0.31972, 0.43017)
H (0.39706, -2.94515, -2.71656)
H (-0.55542, -2.75918, -3.87735)
O (0.31229, -3.23788, -3.64995)
H (-0.92222, 2.60724, -0.93713)
H (-1.56502, 1.23723, -1.26783)
O (-1.73928, 2.20102, -1.06048)
H (-1.51675, -1.66225, -1.63379)
H (-0.32292, -1.03485, -0.87049)
O (-0.97679, -0.84889, -1.63848)
H (2.20743, 1.68438, 0.44152)
H (0.83104, 2.01079, 0.94224)
O (1.54468, 2.43833, 0.46262)
H (-0.14666, 0.05076, 1.63493)
H (0.65291, -2.06912, 0.86924)
O (0.53452, -1.13529, 0.56821)

Cartesian forces (eV/Å) of the 6 atoms listed first:
C -0.9886 -3.0063 1.0087
O 0.0605 -1.1467 -0.8232
H 0.1246 1.8601 0.4429
H 0.7987 0.9865 -1.2150
H -0.2424 0.1300 -0.2472
H 0.1927 -0.1264 -0.1378

As for the expectation value of S²: 0.7542. The spin multiplicity is 2. For the orbital gap (alpha / beta), the calculation gives 0.3780 / 0.2100 Eh. Its highest occupied orbital energy (alpha / beta) is -10.933 / -10.913 eV.


Energy relative to the best compared isomer or geometry (same formula, charge and spin) readings, ordered: 112.7; 55.4; 0.0; 0.0 kJ/mol